# 1
A molecular structure, C15H37N5O7Sr at a distorted geometry, computed with ωB97M-V with the def2-TZVPD basis set.

Atoms and positions in Å:
Sr  -12.933  2.404  -5.694
O  -10.544  2.207  -5.273
H  -9.919  1.868  -4.645
O  -14.230  4.321  -5.155
H  -14.992  4.662  -4.704
C  -12.090  -1.159  -4.801
O  -12.715  -0.359  -5.467
N  -12.116  -2.503  -5.013
C  -11.153  -3.305  -4.273
C  -13.028  -3.071  -5.958
H  -11.469  -0.835  -3.954
H  -10.357  -2.689  -3.868
H  -10.685  -4.015  -4.961
H  -11.588  -3.896  -3.463
H  -13.837  -2.378  -6.195
H  -12.565  -3.220  -6.940
H  -13.498  -3.966  -5.551
C  -11.936  4.562  -8.212
O  -12.772  3.701  -8.005
N  -11.017  4.590  -9.201
C  -10.180  5.755  -9.353
C  -11.059  3.604  -10.257
H  -11.915  5.433  -7.536
H  -10.156  6.324  -8.424
H  -10.583  6.436  -10.110
H  -9.144  5.510  -9.584
H  -10.324  2.802  -10.192
H  -12.026  3.108  -10.142
H  -11.062  4.103  -11.225
C  -12.514  1.491  -2.135
O  -13.133  1.857  -3.111
N  -11.385  2.057  -1.677
C  -10.646  1.509  -0.563
C  -10.876  3.336  -2.184
H  -12.758  0.600  -1.531
H  -10.917  2.023  0.365
H  -9.575  1.624  -0.732
H  -10.836  0.445  -0.423
H  -9.892  3.141  -2.607
H  -11.480  3.719  -2.998
H  -10.834  4.032  -1.345
C  -16.332  1.626  -5.163
O  -15.188  1.225  -5.219
N  -17.438  0.868  -5.193
C  -18.740  1.329  -4.816
C  -17.314  -0.569  -5.419
H  -16.593  2.693  -5.062
H  -18.803  2.361  -4.477
H  -19.280  0.677  -4.127
H  -19.400  1.310  -5.700
H  -17.831  -0.870  -6.329
H  -16.260  -0.825  -5.522
H  -17.639  -1.090  -4.516
C  -13.875  0.855  -9.285
O  -13.449  0.908  -8.154
N  -14.702  -0.085  -9.775
C  -15.091  -0.048  -11.180
C  -15.249  -1.141  -8.977
H  -13.514  1.592  -10.014
H  -14.977  -1.011  -11.674
H  -14.680  0.798  -11.719
H  -16.178  0.139  -11.173
H  -16.310  -1.280  -9.208
H  -14.803  -2.124  -9.162
H  -15.143  -0.941  -7.913

The energy above the lowest of the compared OMol25 structures with the same formula, charge and spin comes out at 21.9 kcal per mole.

So, what does the Mulliken scheme give us? The charges, in e, come out as: Sr 1.7732; O -0.9644; H -0.0178; O -0.9220; H -0.0097; C -0.0206; O -0.1346; N 0.2104; C -1.0275; C -0.6375; H 0.0780; H 0.3591; H 0.3493; H 0.3042; H -0.0828; H 0.3013; H 0.3876; C 0.1322; O -0.7043; N 0.2046; C -0.9520; C -0.5273; H 0.3516; H 0.2997; H 0.3622; H 0.3267; H 0.2743; H -0.1039; H 0.3659; C -0.0544; O -0.4816; N 0.2429; C -0.9833; C -0.9435; H 0.3158; H 0.3485; H 0.3166; H 0.3325; H 0.3425; H 0.2184; H 0.3483; C 0.0586; O -0.4203; N 0.2001; C -0.9316; C -0.6988; H 0.2271; H 0.3162; H 0.2954; H 0.3487; H 0.3216; H -0.0821; H 0.3616; C 0.4429; O -0.3232; N 0.2306; C -0.9737; C -0.6828; H -0.2687; H 0.3172; H 0.2769; H 0.3530; H 0.3601; H 0.3074; H -0.0151


# 2
A molecular structure, C15H38AlFN2O9P2Si2 at a distorted geometry, computed with ωB97M-V with the def2-TZVPD basis set.

Atoms and positions in Å:
C  -3.421  6.182  -2.041
C  -3.315  4.612  -2.382
C  -1.964  4.335  -3.179
C  -1.627  2.792  -3.352
C  -0.142  2.571  -3.930
C  0.875  2.123  -2.762
C  0.650  0.569  -2.500
C  1.365  0.006  -1.191
C  0.267  -0.807  -0.350
Si  1.004  -2.009  0.957
O  2.248  -1.289  1.899
Si  1.689  -0.203  3.122
P  -0.499  -0.148  3.427
O  -0.921  -1.478  4.115
P  1.850  -3.850  -0.009
C  3.449  -3.472  -0.912
C  0.474  -4.387  -1.194
C  0.980  -5.190  -2.476
H  -2.480  6.450  -1.454
H  -3.403  6.815  -2.983
H  -4.331  6.387  -1.405
H  -4.239  4.359  -2.987
H  -3.370  4.074  -1.391
H  -1.112  4.931  -2.715
H  -2.132  4.751  -4.226
H  -2.350  2.373  -4.130
H  -1.790  2.176  -2.414
H  -0.201  1.685  -4.645
H  0.224  3.491  -4.483
H  1.927  2.265  -3.186
H  0.719  2.774  -1.849
H  -0.474  0.400  -2.421
H  0.965  0.035  -3.458
H  1.796  0.837  -0.546
H  2.215  -0.721  -1.427
H  -0.381  -1.352  -1.104
H  -0.409  -0.028  0.126
H  -0.131  -2.521  1.756
H  2.290  -0.637  4.402
H  2.259  1.140  2.860
H  -0.914  0.954  4.267
H  -1.285  -0.047  2.236
H  3.408  -2.578  -1.599
H  4.294  -3.316  -0.164
H  3.748  -4.399  -1.502
H  -0.214  -5.070  -0.593
H  -0.169  -3.513  -1.522
H  2.084  -5.118  -2.681
H  0.450  -4.802  -3.408
H  0.650  -6.268  -2.357
C  -3.401  -2.960  2.316
C  -3.276  -2.268  0.958
O  -4.277  -1.638  0.579
O  -2.160  -2.423  0.383
H  -4.384  -2.788  2.755
H  -3.257  -4.036  2.196
H  -2.642  -2.576  3.000
Al  3.838  0.405  -1.713
F  3.487  -4.508  1.729
C  -2.191  0.132  6.495
N  -2.456  0.677  7.852
O  -1.493  0.965  8.537
O  -3.621  0.796  8.178
H  -1.117  0.082  6.342
H  -2.633  -0.861  6.447
H  -2.653  0.806  5.775
N  7.914  1.078  -1.016
O  7.433  0.500  -2.015
O  7.156  1.697  -0.237
O  9.130  1.035  -0.799

The total energy is -2984.4723 hartree.

So, what does the Mulliken scheme give us? The charges, in e, come out as: C -1.0907; C -0.3446; C -0.7225; C -0.4651; C -0.7871; C -0.4605; C -0.8301; C 0.5154; C -0.6007; Si 0.6207; O -0.2625; Si 0.3550; P 0.3398; O -0.6125; P 0.5300; C -1.0476; C -0.2893; C -0.9339; H 0.2800; H 0.2830; H 0.3421; H 0.2853; H 0.3123; H 0.3047; H 0.2521; H 0.3217; H 0.2220; H 0.3390; H 0.3951; H 0.2710; H 0.3270; H 0.4904; H 0.2104; H 0.2294; H -0.5957; H 0.2751; H 0.4468; H -0.0408; H -0.1091; H -0.1286; H 0.0858; H 0.0229; H 0.1409; H 0.4034; H 0.4295; H 0.4833; H 0.1740; H 0.2618; H 0.3272; H 0.2830; C -0.5398; C 0.4870; O -0.6788; O -0.5274; H 0.2794; H 0.2441; H 0.0400; Al 0.8659; F -0.5015; C -0.7231; N 0.8831; O -0.5270; O -0.5294; H 0.3372; H 0.2945; H 0.2673; N 0.9576; O -0.6343; O -0.6336; O -0.5999


# 3
6 unconnected molecules or ions with the total composition C15H38BIN5O5S, computed with ωB97M-V with the def2-TZVPD basis set.

Atoms and positions in Å:
S  0.098  2.940  4.035
B  -1.613  3.313  3.300
I  -2.987  1.487  3.178
H  0.760  2.427  3.022
H  -2.152  4.083  4.060
H  -1.567  3.775  2.184
C  2.071  -1.032  2.736
C  1.619  -0.305  1.491
O  0.772  0.572  1.530
N  2.173  -0.655  0.299
C  3.177  -1.653  0.021
H  1.521  -0.622  3.577
H  1.865  -2.101  2.661
H  3.137  -0.901  2.919
H  1.803  -0.121  -0.476
H  4.060  -1.202  -0.439
H  2.798  -2.413  -0.666
H  3.480  -2.142  0.942
C  1.571  2.202  -4.163
C  1.162  1.620  -2.828
O  1.632  0.567  -2.410
N  0.262  2.302  -2.094
C  -0.417  3.541  -2.414
H  2.297  1.533  -4.612
H  0.710  2.295  -4.825
H  2.021  3.187  -4.037
H  0.052  1.871  -1.204
H  -0.188  4.308  -1.672
H  -1.496  3.390  -2.433
H  -0.102  3.897  -3.389
C  -2.827  -0.068  -0.843
C  -3.467  0.012  -2.203
O  -2.846  0.307  -3.216
N  -4.799  -0.266  -2.278
C  -5.697  -0.627  -1.191
H  -1.775  0.173  -0.936
H  -3.288  0.639  -0.154
H  -2.920  -1.070  -0.424
H  -5.175  -0.190  -3.211
H  -6.144  -1.609  -1.356
H  -6.502  0.102  -1.096
H  -5.151  -0.652  -0.256
C  -3.134  -6.114  -3.017
C  -4.118  -5.028  -2.631
O  -5.045  -5.244  -1.868
N  -3.923  -3.802  -3.174
C  -2.888  -3.363  -4.096
H  -3.425  -7.024  -2.504
H  -3.145  -6.288  -4.093
H  -2.120  -5.845  -2.721
H  -4.599  -3.115  -2.875
H  -2.311  -2.553  -3.650
H  -3.343  -2.992  -5.015
H  -2.216  -4.176  -4.347
C  3.806  1.957  5.531
C  4.756  0.873  5.077
O  4.503  -0.315  5.159
N  5.952  1.283  4.557
C  6.426  2.639  4.370
H  2.897  1.499  5.905
H  4.262  2.551  6.324
H  3.538  2.617  4.705
H  6.549  0.523  4.272
H  6.625  2.845  3.316
H  7.346  2.816  4.931
H  5.676  3.341  4.714

Its net charge is -1. The total energy is -1965.2396 hartree.

So, what does the Mulliken scheme give us? The charges, in e, come out as: S -0.3178; B 0.1385; I -0.3760; H -0.0101; H -0.1732; H -0.2489; C -1.4079; C 0.9620; O -0.4895; N 0.0330; C -1.0392; H 0.2625; H 0.3717; H 0.3632; H 0.1138; H 0.2760; H 0.2756; H 0.4285; C -1.4972; C 1.0403; O -0.7445; N -0.0252; C -0.9620; H 0.3167; H 0.3624; H 0.3729; H 0.0511; H 0.3261; H 0.2606; H 0.3778; C -1.1127; C 0.8914; O -0.6961; N -0.1546; C -0.8392; H -0.0168; H 0.4326; H 0.3467; H 0.2470; H 0.2716; H 0.3051; H 0.3032; C -1.2778; C 0.8559; O -0.6525; N -0.0772; C -0.8312; H 0.2930; H 0.3463; H 0.3442; H 0.1063; H 0.2551; H 0.2621; H 0.3552; C -1.2642; C 0.7949; O -0.6537; N -0.1647; C -0.8269; H 0.2847; H 0.3946; H 0.3414; H 0.2271; H 0.2774; H 0.2749; H 0.3157


# 4
A molecular structure, C15H38Cl2LuO3P2 at a distorted geometry, computed with ωB97M-V with the def2-TZVPD basis set.

Atoms and positions in Å:
Lu  0.612  0.945  0.836
Cl  -1.416  1.010  -0.496
Cl  2.788  -0.049  0.682
H  0.224  -0.275  2.219
H  0.082  4.623  0.149
P  -1.676  -2.916  -0.935
C  -3.222  -2.508  -1.944
C  -1.024  -4.426  -1.877
C  -2.501  -3.723  0.557
C  -2.959  -1.296  -2.859
H  -3.945  -2.194  -1.169
C  -3.787  -3.667  -2.749
H  -3.101  -3.965  -3.543
H  -4.725  -3.351  -3.213
H  -3.999  -4.544  -2.143
H  -2.522  -0.456  -2.302
H  -3.911  -0.955  -3.296
H  -2.281  -1.557  -3.686
H  -3.295  -2.998  0.806
C  -1.532  -3.784  1.753
C  -3.132  -5.074  0.259
H  -4.012  -4.978  -0.373
H  -3.454  -5.536  1.196
H  -2.428  -5.755  -0.220
H  -1.108  -2.796  1.990
H  -0.704  -4.485  1.569
H  -2.081  -4.141  2.638
C  -0.456  -3.993  -3.241
H  -1.875  -5.099  -2.071
C  0.017  -5.189  -1.053
H  -1.221  -3.602  -3.924
H  0.005  -4.861  -3.734
H  0.317  -3.220  -3.124
H  0.789  -4.516  -0.661
H  0.510  -5.934  -1.689
H  -0.421  -5.728  -0.210
C  3.295  5.410  -1.683
C  2.569  4.106  -1.509
O  2.352  3.773  -0.023
P  1.194  4.233  0.930
O  1.660  5.391  1.845
C  2.890  6.324  1.848
C  4.068  5.692  2.532
O  0.760  2.947  1.867
C  0.713  3.122  3.496
C  1.649  2.134  4.116
H  2.630  6.272  -1.549
H  3.673  5.454  -2.712
H  4.156  5.499  -1.013
H  1.575  4.118  -1.959
H  3.130  3.248  -1.876
H  3.106  6.589  0.805
H  2.527  7.195  2.404
H  4.444  4.825  1.978
H  4.874  6.436  2.592
H  3.834  5.393  3.560
H  1.037  4.151  3.609
H  -0.347  3.009  3.721
H  2.677  2.290  3.785
H  1.619  2.278  5.205
H  1.361  1.103  3.886

Its net charge is -1. The total energy is -3658.6408 hartree.

So, what does the Mulliken scheme give us? The charges, in e, come out as: Lu 0.9420; Cl -0.8193; Cl -0.6269; H -0.2994; H -0.0285; P 0.3270; C 0.5162; C 0.6551; C 0.5747; C -0.9478; H 0.3680; C -1.5113; H 0.2226; H 0.4402; H 0.2690; H 0.0021; H 0.4202; H 0.2138; H 0.3627; C -1.3654; C -1.4262; H 0.2211; H 0.4882; H 0.2049; H 0.2642; H 0.2152; H 0.4367; C -1.6168; H 0.3469; C -1.7239; H 0.2968; H 0.4092; H 0.3311; H 0.3542; H 0.4259; H 0.3091; C -1.0800; C -0.8671; O -0.0443; P -0.6088; O 0.8846; C -0.4473; C -1.1766; O 0.5235; C -1.3370; C -1.0270; H 0.2742; H 0.4277; H 0.2739; H 0.5065; H 0.2516; H 0.0978; H 0.3712; H 0.2557; H 0.4026; H 0.2992; H 0.4649; H 0.4317; H 0.2083; H 0.3841; H 0.2793